[1]
This record from the OMol25 dataset describes a 2-piece molecular cluster, C27H36N4O4S overall at a distorted geometry. The level of theory is ωB97M-V with the def2-TZVPD basis set.

```
72
Properties=species:S:1:pos:R:3
C 0.89361 6.56910 0.28360
N 1.02669 5.41010 -0.58701
C 0.03606 4.43128 -0.37400
O -0.82760 4.64323 0.48407
C 0.07783 3.22801 -1.18811
C -0.90752 2.29393 -1.02405
C -0.97103 1.02206 -1.70973
C 0.14792 0.16042 -1.79053
C 0.11355 -1.00005 -2.53079
C -1.06052 -1.34991 -3.23585
N -1.08742 -2.49575 -4.03559
C -1.35797 -3.80775 -3.49294
C -0.74070 -2.48631 -5.43929
C -2.21069 -0.53568 -3.10509
C -2.17357 0.60624 -2.32714
C 1.08218 3.16961 -2.25157
O 1.10777 2.29672 -3.12443
N 2.07089 4.17065 -2.25999
C 3.13036 4.03584 -3.26739
C 2.08383 5.32176 -1.48416
S 3.28558 6.46910 -1.67504
H 1.71621 7.23317 0.02816
H -0.07145 7.05633 0.11371
H 0.94901 6.26438 1.33316
H -1.73718 2.56523 -0.36822
H 1.04984 0.41262 -1.23420
H 1.00125 -1.63441 -2.60479
H -1.56990 -3.72487 -2.42049
H -2.22475 -4.25646 -4.00336
H -0.49559 -4.47558 -3.64835
H -0.50541 -1.46371 -5.75759
H 0.12907 -3.13789 -5.62427
H -1.57919 -2.87324 -6.03957
H -3.12017 -0.82874 -3.63505
H -3.04775 1.25388 -2.21415
H 2.97934 3.08630 -3.77618
H 3.07451 4.86952 -3.97263
H 4.10088 4.08176 -2.76801
C 3.35660 0.84030 2.31178
O 2.84955 -0.32989 2.97878
C 1.87488 -0.92905 2.27476
O 1.53945 -0.53702 1.16922
C 1.31922 -2.13007 3.00440
C 2.31757 -3.30443 2.95887
C 1.48792 -4.56334 2.73295
C 0.03079 -4.10301 2.57332
N 0.08947 -2.64348 2.43974
C -1.08787 -1.88942 2.50324
C -1.37047 -0.88763 1.61531
C -2.56948 -0.01542 1.67488
C -3.68540 -0.54261 2.59142
C -3.09758 -1.10324 3.87932
C -2.09641 -2.22563 3.61092
H 4.16141 1.17598 2.95847
H 3.72444 0.59369 1.31119
H 2.57724 1.60539 2.23203
H 1.16805 -1.82171 4.05944
H 3.03933 -3.17834 2.13915
H 2.86053 -3.31286 3.90910
H 1.81522 -5.08896 1.82865
H 1.57158 -5.24315 3.58709
H -0.45645 -4.57375 1.70522
H -0.54092 -4.40154 3.47015
H -0.67536 -0.67771 0.80459
H -2.26650 0.98062 2.04163
H -2.95386 0.15554 0.66108
H -4.39266 0.26191 2.81965
H -4.24249 -1.32728 2.06740
H -2.58942 -0.29352 4.41440
H -3.89879 -1.47171 4.52766
H -2.66025 -3.13094 3.32523
H -1.56736 -2.46861 4.54586
```

Summary:
Largest force on an atom in eV Å⁻¹: 2.38
SMILES string: CN1C(=O)C(=Cc2ccc(N(C)C)cc2)C(=O)N(C)C1=S.COC(=O)[C@@H]1CCCN1C1=CCCCC1
HOMO energy in hartree: -0.290
Energy relative to the best compared isomer or geometry (same formula, charge and spin) in kJ/mol: 229.6
Total charge: 0



[2]
This record from the OMol25 dataset describes a 2-piece molecular cluster, C27H36N5O overall at a distorted geometry. The level of theory is ωB97M-V with the def2-TZVPD basis set.

```
69
Properties=species:S:1:pos:R:3
C 0.04734 -0.30568 -4.94596
N -0.14136 0.14957 -3.58455
C -1.37881 0.50598 -3.13211
O -2.40758 0.47272 -3.78564
C -1.21485 0.94649 -1.67800
C -2.21809 0.31364 -0.72243
C -3.62192 0.69320 -1.03879
C -4.20254 1.95523 -0.98335
N -5.49488 1.87516 -1.46865
C -5.78598 0.56202 -1.82602
C -6.90680 0.01267 -2.43399
C -6.87134 -1.34693 -2.76140
C -5.73209 -2.12761 -2.48540
C -4.60047 -1.56846 -1.88515
C -4.62019 -0.21840 -1.55306
N 0.16082 0.56717 -1.37363
C 0.63396 0.71860 -0.10557
C 1.84393 0.21440 0.38343
C 2.37640 0.40946 1.67810
C 3.76936 0.05322 1.96011
C 4.40933 0.52931 3.13542
C 5.78232 0.37283 3.32510
C 6.58304 -0.21865 2.33534
C 5.97946 -0.65137 1.15102
C 4.59769 -0.56081 0.97731
C 0.88767 0.04843 -2.55922
C 1.30728 -1.42307 -2.38136
C 2.10618 0.89717 -2.96884
H -0.87854 -0.13718 -5.50045
H 0.86465 0.25039 -5.41900
H 0.29472 -1.37494 -4.97438
H -1.30632 2.05027 -1.65042
H -2.12911 -0.78221 -0.78329
H -1.97259 0.61756 0.30812
H -3.75387 2.89169 -0.65617
H -6.14563 2.66431 -1.54418
H -7.77017 0.65715 -2.63035
H -7.73437 -1.80871 -3.23679
H -5.73596 -3.18306 -2.74866
H -3.69724 -2.14408 -1.67376
H -0.00282 1.37218 0.51581
H 2.54920 -0.14986 -0.35632
H 2.04938 1.34761 2.18962
H 3.82933 1.08835 3.87464
H 6.24593 0.71494 4.24856
H 7.65971 -0.33401 2.47127
H 6.57858 -1.08073 0.34638
H 4.18502 -0.88378 0.01732
H 0.40462 -2.04859 -2.29251
H 1.88767 -1.74031 -3.26332
H 1.92283 -1.55219 -1.48385
H 1.75530 1.86301 -3.36359
H 2.77841 1.06852 -2.11734
H 2.66035 0.37389 -3.76611
C 0.55877 1.54422 3.82458
N 1.18359 0.20038 3.44254
C 0.12491 -0.67073 2.88850
N 1.74268 -0.37957 4.59960
C 1.03995 -1.45167 5.36543
H -0.53271 1.44607 3.69462
H 0.78895 1.71906 4.88795
H 0.93230 2.39294 3.22148
H -0.74767 -0.53279 3.56103
H -0.13374 -0.34923 1.86921
H 0.47475 -1.70992 2.87337
H 2.05525 0.37331 5.24817
H 1.80574 -2.23406 5.53681
H 0.71091 -1.06694 6.36115
H 0.16933 -1.89759 4.84160
```

Summary:
Largest force on an atom in eV Å⁻¹: 3.68
HOMO energy in hartree: -0.355
Energy relative to the best compared isomer or geometry (same formula, charge and spin) in kJ/mol: 282.1
Total charge: +1



[3]
This record from the OMol25 dataset describes C27H36N5O2ReTe as an isolated structure. The level of theory is ωB97M-V with the def2-TZVPD basis set.

```
72
Properties=species:S:1:pos:R:3
Re 0.44208 0.40472 -0.26655
C -1.03417 2.59733 2.24220
C 0.43225 2.85561 2.49471
C 0.81606 4.01202 3.15259
C 2.15255 4.25461 3.43833
C 3.12560 3.33432 3.07746
C 2.78406 2.14609 2.44837
C 3.85115 1.13367 2.11573
C 1.43061 1.92762 2.16273
N 1.03366 0.67023 1.59595
C 1.24420 -0.48999 2.42772
O 1.35411 -0.44758 3.61141
C 1.30981 -1.74398 1.62013
C 1.75770 -2.97235 2.04993
C 1.84034 -4.00068 1.10940
C 1.48793 -3.76919 -0.21837
C 1.04781 -2.50939 -0.56110
N 0.94835 -1.54504 0.35312
C 0.71133 -2.02819 -1.93980
O 0.62967 -2.74410 -2.88915
N 0.49392 -0.62751 -1.94485
C 0.33439 0.00101 -3.24368
C -0.95433 0.12491 -3.78250
C -2.18117 -0.41791 -3.09032
C -1.07811 0.69681 -5.03913
C 0.04208 1.12316 -5.73706
C 1.30780 0.96934 -5.19287
C 1.48196 0.39252 -3.94416
C 2.87327 0.17892 -3.40630
H -1.60428 3.52224 2.31736
H -1.23264 2.17713 1.25044
H -1.43613 1.90989 2.99491
H 0.06353 4.73696 3.44131
H 2.43664 5.16771 3.94576
H 4.16691 3.53126 3.30404
H 4.77749 1.63466 1.84068
H 4.07069 0.50762 2.98363
H 3.57635 0.47994 1.28473
H 2.05416 -3.10529 3.08272
H 2.20877 -4.97449 1.40722
H 1.57212 -4.53129 -0.98290
H -2.08288 -0.38659 -2.00299
H -3.06972 0.14499 -3.37573
H -2.34701 -1.46027 -3.37504
H -2.06144 0.78877 -5.48593
H -0.07167 1.56230 -6.71993
H 2.17965 1.28838 -5.75133
H 3.55018 0.95385 -3.76098
H 2.91689 0.16632 -2.31650
H 3.26691 -0.77824 -3.75665
N -4.61617 -2.03585 2.18559
C -3.92782 -2.19423 0.84224
C -2.44322 -1.82639 0.85368
N -2.10420 -0.39933 0.73391
H -5.61617 -2.24751 2.10730
H -4.54487 -1.08792 2.56159
H -4.23431 -2.67695 2.88617
H -4.48917 -1.58675 0.13414
H -4.05360 -3.23880 0.56537
H -2.00983 -2.36116 0.00739
H -1.95571 -2.22227 1.74780
H -2.18915 0.10884 1.60830
H -2.69437 0.06441 0.04937
C 1.01689 4.41325 -0.28913
Te 0.84331 2.78140 -1.62963
C -1.09846 3.30476 -2.31357
H 0.10886 4.52081 0.29387
H 1.17865 5.28293 -0.92356
H 1.87783 4.25027 0.35493
H -0.97750 4.21010 -2.90366
H -1.73981 3.48517 -1.45574
H -1.46953 2.49933 -2.94079
```

Summary:
Largest force on an atom in eV Å⁻¹: 0.79
⟨S²⟩: 3.82
Multiplicity: 4
HOMO energy (spin up / spin down) in hartree: -0.600 / -0.600
Energy relative to the best compared isomer or geometry (same formula, charge and spin) in kJ/mol: 80.8
Total charge: +3



[4]
This record from the OMol25 dataset describes C27H37AuN6Si2 as an isolated structure at a distorted geometry. The level of theory is ωB97M-V with the def2-TZVPD basis set.

```
73
Properties=species:S:1:pos:R:3
Au -0.56418 0.00762 -0.23247
C 2.70462 -3.22300 2.16236
Si 2.07179 -2.20490 0.75796
C 1.48844 -3.33752 -0.58096
C 3.35526 -0.98402 0.26001
C 0.52979 -1.28527 1.46021
C -0.72617 -2.08913 1.40799
C -1.14761 -3.11047 2.24706
C -2.42389 -3.60570 2.05264
C -3.24679 -3.06036 1.05743
C -2.75880 -2.04649 0.27454
N -1.48731 -1.61697 0.45792
Si 0.57688 -0.05742 2.95053
C 1.11378 -1.03295 4.42043
C -1.14854 0.56350 3.20832
C 1.79165 1.28532 2.62248
H 3.55268 -3.80949 1.78772
H 1.95739 -3.92634 2.54652
H 3.06254 -2.61157 2.99204
H 2.29134 -3.53879 -1.29878
H 0.63708 -2.93546 -1.13014
H 1.18096 -4.29908 -0.15185
H 3.96001 -1.39364 -0.55778
H 4.02759 -0.77370 1.10068
H 2.92083 -0.04025 -0.06196
H -0.49869 -3.48077 3.03320
H -2.79610 -4.40112 2.68689
H -4.25535 -3.41996 0.90091
H -3.32901 -1.58479 -0.52015
H 0.43902 -1.86430 4.64767
H 1.11326 -0.35823 5.28430
H 2.12279 -1.42975 4.30856
H -1.78005 -0.20935 3.66253
H -1.62190 0.87241 2.26855
H -1.14888 1.42599 3.88485
H 2.81290 0.95742 2.85176
H 1.56463 2.14416 3.26541
H 1.76979 1.61275 1.58339
N 2.19536 1.56887 -1.89541
C 1.58476 2.27586 -0.88241
C 2.25112 3.44460 -0.47404
C 1.70276 4.24511 0.48488
C 0.45687 3.91318 1.02763
C -0.14309 2.77368 0.59155
N 0.41310 1.92540 -0.33040
C 1.81349 0.49955 -2.71773
C 2.60826 0.25192 -3.84071
C 2.23350 -0.75099 -4.69858
C 1.07531 -1.48245 -4.43288
C 0.37255 -1.17273 -3.29899
N 0.73664 -0.20598 -2.42381
H 3.05765 1.99359 -2.19041
H 3.19392 3.70689 -0.94079
H 2.22448 5.13993 0.80245
H -0.03102 4.53539 1.76457
H -1.11973 2.48420 0.95956
H 3.49404 0.84833 -4.03165
H 2.82406 -0.95299 -5.58426
H 0.73273 -2.26763 -5.09348
H -0.54025 -1.70778 -3.05497
N -5.25231 3.29688 -2.96223
C -4.29582 2.53609 -2.40028
C -4.40285 2.08081 -1.07322
C -3.39665 1.32186 -0.54419
N -2.28502 0.96899 -1.22285
C -2.17901 1.40883 -2.49571
C -3.13774 2.16912 -3.10962
H -6.09007 3.53523 -2.46331
H -5.19255 3.58281 -3.92252
H -5.26854 2.32065 -0.46759
H -3.47223 0.96264 0.47793
H -1.28100 1.12889 -3.03152
H -2.99446 2.48288 -4.13579
```

Summary:
Largest force on an atom in eV Å⁻¹: 1.78
HOMO energy in hartree: -0.509
Energy relative to the best compared isomer or geometry (same formula, charge and spin) in kJ/mol: 83.5
Total charge: +2



[5]
This record from the OMol25 dataset describes C27H37F4IN5NiO2 as an isolated structure. The level of theory is ωB97M-V with the def2-TZVPD basis set.

```
77
Properties=species:S:1:pos:R:3
Ni -1.02043 -0.49442 -0.68552
C -0.30017 -3.45733 0.25901
C 0.11313 -3.07727 -1.15224
N -0.75121 -2.09172 -1.86711
C -0.06193 -1.81878 -3.16308
C -0.67237 -0.70839 -3.99414
C -2.10318 -2.65603 -2.13937
C -3.02973 -2.35588 -0.98345
N -2.84170 -0.94299 -0.69070
C -3.77865 -0.35680 0.12567
C -4.06803 1.01369 0.00141
F -3.39712 1.73731 -0.90260
C -5.03161 1.64886 0.75449
F -5.22816 2.96159 0.56427
C -5.81264 0.96337 1.66621
C -5.55620 -0.38452 1.80540
F -6.24800 -1.10383 2.69901
C -4.55786 -1.02160 1.08695
F -4.33791 -2.32213 1.36127
H 0.53422 -3.97553 0.73325
H -1.15190 -4.13294 0.28057
H -0.54491 -2.57784 0.85956
H 0.17584 -3.97579 -1.77559
H 1.11375 -2.64496 -1.13052
H -0.03806 -2.75790 -3.72819
H 0.96768 -1.56361 -2.91767
H -1.65964 -0.95753 -4.37954
H -0.02709 -0.53678 -4.85708
H -0.74542 0.21679 -3.42384
H -2.02124 -3.72588 -2.35350
H -2.49212 -2.15635 -3.02182
H -2.83768 -3.01652 -0.13827
H -4.06087 -2.54592 -1.30053
H -6.58658 1.45592 2.23570
C -2.60517 0.82114 4.17532
N -1.32417 0.97965 3.48434
C -0.13808 1.31484 4.26791
C -1.21704 0.64304 2.22883
N -1.13239 0.34006 1.11620
H -2.83631 1.73960 4.71371
H -2.55526 -0.01105 4.87883
H -3.38627 0.63147 3.44509
H -0.32862 2.22499 4.83563
H 0.69963 1.49301 3.59890
H 0.10541 0.50453 4.95762
C 7.34895 0.77325 -0.11819
C 5.86914 0.53798 -0.07065
C 5.04914 0.91762 -1.12552
C 3.68051 0.69233 -1.11361
C 2.86737 1.17467 -2.28010
C 3.11976 0.05571 0.01768
C 1.70592 -0.21582 0.12568
O 0.90069 -0.15331 -0.80665
C 3.93579 -0.31117 1.11402
C 3.37762 -0.96405 2.35396
C 5.29313 -0.07135 1.04350
H 7.63113 1.37462 -0.97984
H 7.88081 -0.17812 -0.17787
H 7.69033 1.27864 0.78576
H 5.48928 1.41441 -1.98191
H 3.48541 1.79628 -2.92610
H 1.99787 1.74693 -1.95761
H 2.48763 0.33923 -2.86936
H 1.33187 -0.50696 1.11297
H 2.85653 -1.89658 2.13253
H 2.67858 -0.30514 2.87483
H 4.18473 -1.19552 3.04539
H 5.92679 -0.36131 1.87357
N -0.27066 3.73998 -2.61564
C -0.60639 2.87307 -1.63780
O -0.78668 1.68717 -1.85441
C -0.73604 3.47197 -0.25902
I 1.18022 3.51146 0.68649
H -0.18509 3.39872 -3.55819
H -0.13691 4.71935 -2.43886
H -1.37194 2.84160 0.34968
H -1.09939 4.49477 -0.27510
```

Summary:
Largest force on an atom in eV Å⁻¹: 0.65
HOMO energy (spin up / spin down) in hartree: -0.366 / -0.366
Energy relative to the best compared isomer or geometry (same formula, charge and spin) in kJ/mol: 0.0
Total charge: +1



[6]
This record from the OMol25 dataset describes one molecule with the formula C27H37N3O7S. The level of theory is ωB97M-V with the def2-TZVPD basis set.

```
75
Properties=species:S:1:pos:R:3
C -6.22103 -1.47068 0.75138
C -5.58077 -0.09291 0.87876
C -5.04397 0.44270 -0.44933
C -3.89113 -0.38926 -1.01323
C -3.17539 0.34746 -2.14398
C -2.01162 -0.44588 -2.73846
C -0.92777 -0.77949 -1.71293
C 0.34643 -1.24809 -2.41111
O 1.27260 -1.88245 -1.52298
C 1.88615 -1.11467 -0.64774
O 1.63610 0.04714 -0.42316
C 2.88063 -1.89466 0.21387
N 4.18577 -1.26987 0.12443
C 4.53592 -0.63778 -1.01267
O 3.83403 -0.67269 -2.00745
C 5.88295 0.06924 -1.01390
C 6.13928 0.98567 0.18752
C 4.91754 1.71361 0.74335
O 4.80538 1.90910 1.93136
N 4.02238 2.12435 -0.20004
C 2.70527 2.54011 0.00112
C 1.90854 2.73294 -1.12897
C 0.56266 3.00440 -0.98882
C 0.02327 3.10570 0.27771
S -1.72094 3.33894 0.49252
N -2.13055 1.92790 1.31877
O -2.37133 3.32980 -0.79081
O -1.97909 4.42763 1.38758
C 0.80873 2.97735 1.40433
C 2.15603 2.69879 1.27400
C 2.35391 -1.79402 1.67462
O 2.64786 -0.53142 2.18945
C 0.87563 -2.13832 1.68237
C 0.46636 -3.42444 1.34774
C -0.87830 -3.74408 1.31128
C -1.83018 -2.78541 1.61958
C -1.42667 -1.50892 1.96783
C -0.08135 -1.18315 1.99355
H -5.48767 -2.21348 0.44842
H -6.64624 -1.78080 1.70342
H -7.01739 -1.45185 0.01083
H -6.32493 0.60814 1.26374
H -4.76673 -0.14143 1.60728
H -4.69913 1.47026 -0.30543
H -5.85680 0.47516 -1.17792
H -4.26924 -1.34209 -1.38973
H -3.18163 -0.61238 -0.21252
H -3.89610 0.55400 -2.93859
H -2.80986 1.31074 -1.78184
H -1.56663 0.14679 -3.54063
H -2.38579 -1.37284 -3.18014
H -1.26444 -1.57583 -1.04609
H -0.70285 0.10143 -1.10884
H 0.12190 -2.01437 -3.15597
H 0.85398 -0.40507 -2.88926
H 2.92444 -2.93152 -0.13472
H 4.64697 -1.06433 0.99928
H 5.94357 0.62289 -1.95355
H 6.65871 -0.69966 -1.04831
H 6.87950 1.74147 -0.08813
H 6.56102 0.42575 1.02451
H 4.24312 1.93290 -1.16766
H 2.33915 2.61792 -2.11280
H -0.08564 3.11929 -1.84288
H -2.53575 1.24816 0.69443
H -2.75004 2.13227 2.08661
H 0.35271 3.08416 2.37514
H 2.77718 2.57137 2.14507
H 2.90264 -2.50747 2.30317
H 2.25936 0.13375 1.59727
H 1.20357 -4.18003 1.11855
H -1.18457 -4.74481 1.04503
H -2.88036 -3.03653 1.59422
H -2.15483 -0.75454 2.22484
H 0.21547 -0.18202 2.26566
```

Summary:
Largest force on an atom in eV Å⁻¹: 0.80
SMILES string: CCCCCCCCOC(=O)[C@@H](NC(=O)CCC(=O)Nc1ccc(S(N)(=O)=O)cc1)[C@@H](O)c1ccccc1
HOMO energy in hartree: -0.325
Energy relative to the best compared isomer or geometry (same formula, charge and spin) in kJ/mol: 28.3
Total charge: 0



> Which value of largest force on an atom does entry 5 give?

0.65 eV Å⁻¹